# 1
Formula: C4H5N3O
Source: OMol25
Level of theory: wB97M-V/def2-TZVPD

Geometry (Å):
C  0.975  -2.223  -0.913
C  -0.332  0.998  0.104
C  0.066  0.787  1.390
C  0.969  -0.942  -0.346
N  0.944  -3.291  -1.390
N  -0.151  -0.360  -0.626
N  -1.045  -0.691  -1.450
O  -0.744  1.844  -0.608
H  0.311  1.711  1.980
H  -0.035  -0.037  2.010
H  1.393  -0.639  0.564
H  -0.828  -1.380  -2.172
H  -1.662  0.098  -1.644

Computed properties:
Frontier orbital gap (alpha / beta) (eV): 6.9 / 6.9
Highest occupied orbital energy (alpha / beta) (Ha): -0.293 / -0.293
Energy relative to the best compared isomer or geometry (same formula, charge and spin) (kcal/mol): 118.9
Multiplicity: 1

# 2
Formula: C2H2N2O4
Source: OMol25
Level of theory: wB97M-V/def2-TZVPD

Geometry (Å):
C  -1.283  0.575  -0.085
C  -0.596  -0.813  -0.182
N  -0.217  1.386  -0.121
N  0.767  -0.615  -0.368
O  -2.434  0.695  0.160
O  -1.140  -1.845  0.070
O  0.949  0.752  -0.522
O  1.909  -1.253  -0.001
H  0.126  2.338  0.083
H  1.918  -1.220  0.966

Computed properties:
SMILES: O=c1[nH]on(O)c1=O
Frontier orbital gap (eV): 9.9
Highest occupied orbital energy (Ha): -0.358
Energy relative to the best compared isomer or geometry (same formula, charge and spin) (kcal/mol): 97.5
Multiplicity: 1

# 3
Formula: C3H2O3S
Source: OMol25
Level of theory: wB97M-V/def2-TZVPD

Geometry (Å):
C  0.225  1.736  -0.332
C  -1.964  0.250  -0.457
C  -0.209  0.784  0.507
O  0.340  2.599  -1.096
O  -1.911  0.519  -1.586
O  -4.142  -0.753  -0.003
S  -2.913  -0.357  0.744
H  0.279  -0.153  0.730
H  -0.530  1.324  1.511

Computed properties:
Frontier orbital gap (eV): 7.5
Highest occupied orbital energy (Ha): -0.300
Energy relative to the best compared isomer or geometry (same formula, charge and spin) (kcal/mol): 98.1
Multiplicity: 1

# 4
Formula: CH2Cl2FNS
Source: OMol25
Level of theory: wB97M-V/def2-TZVPD

Geometry (Å):
C  -0.552  0.854  0.777
N  0.951  -1.083  -0.982
F  -0.816  0.336  2.031
S  1.386  0.201  0.045
Cl  -1.612  0.118  -0.399
Cl  -0.645  2.593  0.826
H  0.356  -0.981  -1.740
H  0.932  -2.038  -0.559

Computed properties:
SMILES: NSC(F)(Cl)Cl
Frontier orbital gap (eV): 9.8
Highest occupied orbital energy (Ha): -0.349
Energy relative to the best compared isomer or geometry (same formula, charge and spin) (kcal/mol): 14.2
Multiplicity: 1

# 5
Formula: C20H20Cl5F6HgN2O6P2S2
Source: OMol25
Level of theory: wB97M-V/def2-TZVPD

Geometry (Å):
Hg  0.008  0.144  0.151
C  -1.395  -0.801  -3.827
P  -0.353  0.328  -2.807
C  -1.067  1.949  -3.261
C  1.168  0.396  -3.846
C  1.964  -0.906  -3.927
P  2.348  -1.672  -2.287
C  3.625  -0.505  -1.679
C  3.451  -3.030  -2.883
H  -1.363  -0.545  -4.891
H  -2.427  -0.740  -3.476
H  -1.069  -1.834  -3.692
H  -1.122  2.075  -4.347
H  -0.434  2.720  -2.821
H  -2.061  2.040  -2.822
H  1.768  1.190  -3.392
H  0.884  0.717  -4.855
H  2.896  -0.734  -4.480
H  1.393  -1.658  -4.485
H  4.354  -0.261  -2.458
H  4.143  -0.958  -0.832
H  3.134  0.405  -1.326
H  4.191  -2.676  -3.608
H  2.857  -3.823  -3.339
H  3.975  -3.458  -2.027
Cl  -2.600  -1.966  -0.628
C  -1.321  -2.711  0.279
C  -0.177  -1.978  0.551
C  0.848  -2.645  1.204
Cl  2.319  -1.785  1.563
C  0.748  -3.980  1.588
Cl  2.057  -4.788  2.388
C  -0.423  -4.681  1.320
Cl  -0.578  -6.340  1.795
C  -1.469  -4.044  0.656
Cl  -2.913  -4.930  0.300
O  2.095  3.844  -0.683
C  1.572  2.831  -0.192
O  1.184  1.820  -0.920
C  1.374  2.697  1.259
C  1.700  3.729  2.137
C  1.539  3.594  3.498
C  1.033  2.340  3.986
C  0.700  1.373  3.084
N  0.843  1.499  1.745
H  2.086  4.639  1.696
H  1.782  4.403  4.176
H  0.886  2.155  5.042
H  0.289  0.426  3.420
F  -3.805  3.931  2.042
C  -2.689  3.258  1.743
F  -1.972  4.000  0.905
F  -1.994  3.077  2.854
S  -3.141  1.625  0.921
O  -2.285  1.596  -0.243
O  -4.564  1.682  0.717
N  -2.666  0.497  1.922
S  -3.687  0.044  3.066
O  -4.231  1.129  3.841
O  -4.558  -1.030  2.677
C  -2.440  -0.758  4.157
F  -1.677  0.141  4.773
F  -1.651  -1.591  3.481
F  -3.081  -1.470  5.096

Computed properties:
Frontier orbital gap (alpha / beta) (eV): 3.1 / 6.6
Highest occupied orbital energy (alpha / beta) (Ha): 0.028 / -0.101
Net charge: -2
Energy relative to the best compared isomer or geometry (same formula, charge and spin) (kcal/mol): 0.0
Multiplicity: 2

# 6
Formula: C5H13NO3
Source: OMol25
Level of theory: wB97M-V/def2-TZVPD

Geometry (Å):
C  -0.647  -0.465  -0.062
C  -1.540  0.758  0.116
C  -0.870  -1.130  -1.411
C  -0.712  -1.459  1.083
C  1.462  -0.160  -0.457
O  1.452  0.759  -1.436
O  2.071  -1.185  -0.413
H  2.163  0.529  -2.052
H  -1.376  1.237  1.081
H  -2.586  0.441  0.055
H  -1.358  1.495  -0.665
H  -0.182  -1.961  -1.566
H  -1.687  -1.955  1.081
H  -1.888  -1.530  -1.434
H  -0.767  -0.423  -2.232
H  0.070  -2.211  0.974
H  -0.574  -0.968  2.046
N  1.478  2.189  0.960
O  1.611  0.779  1.117
H  0.461  0.195  0.416
H  0.994  2.505  1.799
H  2.424  2.562  1.000

Computed properties:
Frontier orbital gap (eV): 9.0
Highest occupied orbital energy (Ha): -0.307
Energy relative to the best compared isomer or geometry (same formula, charge and spin) (kcal/mol): 123.8
Multiplicity: 1